[1]
The following is a quantum chemistry calculation of a 7-piece molecular cluster, C30H66BrN2O22PS6 overall, from the OMol25 dataset.

Its SMILES is CCCCC1=C(NCC)C(=O)C(P(=N)(O)O)=C(Br)C1=O.CCOS(C)(=O)=O.CCOS(C)(=O)=O.CCOS(C)(=O)=O.CCOS(C)(=O)=O.CCOS(C)(=O)=O.CCOS(C)(=O)=O. Its molecular weight is 1110.13 g mol⁻¹. The charge is 0. The value obtained for the HOMO-LUMO gap is 7.7 eV. The spin multiplicity is 1.

Structure (XYZ):
```
128
Properties=species:S:1:pos:R:3:lowdin_charge:R:1
Br 1.149 -0.260 -2.312 0.87
S -1.714 4.375 5.775 0.56
S 9.301 -2.231 -0.734 0.57
S 5.527 2.272 3.612 0.55
S 5.388 8.090 0.821 0.56
S -7.612 -4.065 -1.188 0.56
S -5.473 -0.423 -7.095 0.56
P 1.095 0.775 0.969 0.48
O -0.232 -2.917 -2.346 0.09
O -8.616 -3.265 -0.557 -0.27
O -5.136 -1.104 -5.878 -0.29
O -6.715 0.281 -7.172 -0.27
O 1.275 0.512 2.526 -0.13
O 6.293 0.981 3.137 -0.25
O -0.833 3.117 5.389 -0.26
O 4.930 6.579 0.738 -0.26
O 10.683 -2.129 -0.373 -0.27
O 6.736 8.147 1.302 -0.28
O -5.358 -1.448 -8.299 -0.26
O -0.016 1.940 0.850 -0.14
O -2.940 4.328 5.035 -0.28
O -0.918 5.563 5.729 -0.27
O -6.279 -4.049 -0.662 -0.28
O 4.238 2.305 2.985 -0.29
O -8.103 -5.570 -1.284 -0.26
O 6.378 3.417 3.491 -0.27
O 4.383 8.873 1.472 -0.28
O 8.879 -3.759 -0.730 -0.26
O 8.335 -1.464 -0.006 -0.28
O -0.568 -1.481 2.475 0.13
N -2.954 -2.523 1.519 0.02
N 2.455 1.060 0.305 -0.16
C -3.379 -0.080 -1.911 -0.09
C 4.053 6.012 2.967 -0.06
C 5.353 8.430 -0.905 -0.13
C 0.184 -0.676 0.357 -0.19
C -3.725 -1.337 1.954 -0.25
C -6.048 -2.717 -8.165 -0.24
C -0.612 2.865 3.973 -0.24
C 9.096 -1.939 -2.454 -0.12
C 7.329 1.595 0.978 -0.07
C 5.374 1.848 5.311 -0.11
C -7.579 -3.716 -2.910 -0.12
C -5.205 -1.500 1.649 -0.08
C 0.214 -1.081 -0.918 -0.57
C -3.864 -2.590 -2.127 -0.18
C -9.034 -6.105 0.935 -0.07
C -1.865 -2.222 0.669 -0.17
C 6.330 0.720 1.699 -0.23
C -2.008 3.941 7.453 -0.12
C -7.536 -2.598 -8.409 -0.07
C 5.115 5.750 1.922 -0.25
C -3.314 -1.327 -2.804 -0.22
C 9.201 -4.535 0.453 -0.24
C -0.585 -2.289 -1.379 -0.39
C 0.434 3.778 3.373 -0.07
C -7.964 -6.390 -0.095 -0.24
C 8.250 -4.269 1.599 -0.07
C -1.808 -2.628 -0.603 -0.09
C -2.874 -3.431 -1.283 -0.11
C -4.160 0.642 -7.573 -0.12
C -0.720 -1.464 1.278 -0.31
H -8.025 -2.020 -7.626 0.07
H 9.132 -5.567 0.115 0.12
H -5.615 -2.347 2.200 0.08
H 2.511 1.949 -0.174 0.00
H -4.725 -2.341 -1.507 0.08
H -3.341 -0.442 1.453 0.10
H 4.354 8.221 -1.279 0.07
H -4.232 -3.253 -2.915 0.11
H -2.596 -3.001 2.338 0.13
H -5.364 -1.684 0.587 0.05
H -2.388 -4.157 -1.936 0.12
H 6.611 -0.327 1.623 0.11
H -8.038 -7.409 -0.470 0.12
H -7.976 -3.595 -8.433 0.08
H -0.301 1.825 3.934 0.10
H 5.047 4.729 1.555 0.10
H 0.652 3.455 2.358 0.05
H -1.051 3.820 7.953 0.07
H -5.756 -0.603 1.940 0.08
H -7.310 -2.667 -3.012 0.08
H 7.415 1.257 -0.054 0.08
H -7.728 -2.105 -9.362 0.09
H -0.720 1.718 0.229 0.08
H 8.366 -3.259 1.988 0.07
H -3.932 -1.142 -3.683 0.08
H -4.379 0.356 -1.943 0.08
H 2.061 1.029 2.783 0.07
H 4.906 2.697 5.805 0.08
H 4.156 7.007 3.398 0.08
H -4.151 1.461 -6.857 0.08
H -4.363 1.013 -8.574 0.08
H 10.237 -4.338 0.729 0.11
H -5.575 -3.352 -8.910 0.12
H 1.354 3.755 3.958 0.08
H 7.216 -4.391 1.274 0.09
H 5.321 0.830 1.298 0.10
H 6.119 5.897 2.316 0.11
H 4.142 5.275 3.764 0.07
H 5.588 9.486 -1.017 0.07
H -1.567 2.949 3.453 0.11
H -2.566 4.765 7.893 0.08
H -3.430 -3.968 -0.517 0.11
H -8.570 -3.896 -3.320 0.08
H 4.753 0.961 5.397 0.08
H 8.309 1.526 1.451 0.09
H 8.452 -4.976 2.404 0.08
H -10.025 -6.169 0.486 0.09
H -8.921 -5.111 1.364 0.07
H 9.289 -0.880 -2.613 0.08
H 7.028 2.642 0.981 0.07
H -3.160 -0.317 -0.869 0.05
H -3.227 0.086 -7.536 0.08
H 0.090 4.811 3.345 0.08
H 3.058 5.938 2.527 0.08
H -2.681 0.692 -2.248 0.07
H -8.963 -6.840 1.738 0.08
H -6.833 -4.350 -3.381 0.07
H 9.812 -2.547 -3.000 0.08
H -2.292 -1.498 -3.148 0.10
H -6.961 -6.250 0.309 0.11
H -5.827 -3.131 -7.180 0.11
H 6.369 1.675 5.714 0.08
H 8.074 -2.185 -2.729 0.08
H -3.574 -1.164 3.022 0.11
H 6.099 7.814 -1.398 0.07
H -2.589 3.023 7.481 0.07
```

=====

[2]
The following is a quantum chemistry calculation of C40H61AsN3O2PPtSi2 as an isolated structure, from the OMol25 dataset.

Its molecular weight is 973.09 g mol⁻¹. The charge is 0. The value obtained for the HOMO-LUMO gap is 6.0 eV. The spin multiplicity is 1.

Structure (XYZ):
```
111
Properties=species:S:1:pos:R:3:lowdin_charge:R:1
Pt -0.376 0.032 0.082 0.71
As 1.319 1.858 -0.077 0.78
P -2.244 -1.397 0.213 0.95
Si 3.596 1.330 -0.254 0.21
Si 1.338 3.118 1.889 0.22
O 4.902 -5.346 -0.247 -0.05
O 2.744 -3.647 5.114 -0.05
N -1.485 0.833 -1.454 -0.16
N 1.328 -1.901 -0.741 0.08
N 0.682 -0.749 1.692 -0.10
C 2.872 -4.194 -0.943 -0.18
C -2.501 -2.130 2.889 -0.10
C 3.976 0.037 -1.562 -0.22
C -0.250 4.499 -3.161 -0.27
C 2.052 4.808 1.488 -0.24
C 2.043 -2.314 2.832 0.06
C -2.731 0.369 -1.760 -0.33
C -1.262 4.459 -2.212 -0.01
C 4.311 2.943 -0.894 -0.24
C 2.628 -3.587 0.282 0.05
C 0.856 -0.702 4.081 -0.01
C 1.835 -2.450 0.346 -0.22
C -2.855 3.255 -0.687 -0.03
C -3.313 -0.681 -1.027 -0.32
C 0.243 5.812 -3.718 -0.06
C -0.464 3.380 2.387 -0.23
C -1.102 2.067 -2.053 -0.35
C 1.717 -1.776 4.062 -0.17
C -3.215 -4.101 0.051 -0.10
C 1.565 -2.470 -1.915 -0.14
C 1.505 -1.804 1.659 -0.18
C -3.535 0.061 2.147 -0.11
C 0.561 0.794 -3.422 -0.07
C 2.302 2.491 3.402 -0.22
C -0.092 2.085 -3.018 -0.27
C -3.516 0.907 -2.818 -0.01
C -4.781 0.432 -3.075 -0.04
C 2.299 -2.318 5.336 -0.20
C -2.041 -3.175 -0.266 -0.52
C -1.711 -3.228 -1.759 -0.11
C 2.320 -3.621 -2.070 0.00
C 0.315 3.294 -3.562 -0.02
C -1.709 3.261 -1.662 -0.22
C -4.610 -1.130 -1.304 -0.06
C 3.715 -5.442 -1.019 -0.21
C -3.233 -1.393 1.765 -0.53
C -6.765 -1.085 -2.633 -0.06
C 4.584 0.842 1.271 -0.22
C 0.384 -0.213 2.886 -0.16
C -5.373 -0.593 -2.318 -0.29
H 1.044 6.223 -3.096 0.08
H -3.565 -4.014 1.079 0.06
H 1.107 3.299 -4.307 0.11
H -0.902 -2.546 -2.013 0.04
H -2.582 -2.941 -2.350 0.08
H 3.900 3.152 -1.886 0.03
H 5.625 0.650 0.986 0.03
H 3.071 -4.015 1.171 0.12
H -0.267 0.649 2.857 0.09
H -2.888 4.185 -0.119 0.08
H -1.116 2.664 1.878 -0.02
H -2.419 -3.202 2.698 0.07
H 3.160 -6.281 -0.599 0.13
H 4.033 3.778 -0.245 0.00
H -0.171 0.096 -3.838 0.08
H 2.482 -4.048 -3.052 0.12
H -6.813 -1.513 -3.638 0.08
H 3.146 4.799 1.446 0.01
H -2.909 -5.139 -0.106 0.08
H -0.613 3.277 3.468 0.03
H -0.557 6.553 -3.757 0.07
H -1.489 -1.739 3.020 0.05
H 3.001 -4.035 5.955 0.09
H -1.160 -3.510 0.295 0.10
H -1.723 5.389 -1.885 0.12
H 1.542 -2.269 6.121 0.13
H -0.792 4.383 2.097 0.03
H 3.057 3.228 3.695 0.03
H 1.676 5.152 0.521 0.02
H 4.581 1.636 2.021 0.01
H 3.132 -1.676 5.638 0.13
H -7.494 -0.272 -2.593 0.07
H -2.615 0.649 2.194 0.04
H 0.643 5.686 -4.726 0.07
H -4.174 -1.901 1.544 0.10
H 1.643 2.333 4.263 0.02
H -3.808 3.146 -1.215 0.08
H 1.146 -1.969 -2.781 0.11
H 1.348 0.963 -4.160 0.08
H 4.187 -0.067 1.737 0.01
H -1.415 -4.241 -2.047 0.09
H -3.105 1.705 -3.423 0.12
H -7.085 -1.856 -1.929 0.07
H 2.721 -3.152 2.800 0.11
H 3.700 -0.967 -1.238 0.00
H -3.031 -1.998 3.836 0.08
H 3.932 -5.678 -2.063 0.12
H 1.754 5.532 2.255 0.03
H 0.999 0.317 -2.541 0.01
H -2.772 2.416 0.005 0.06
H 2.815 1.551 3.195 -0.01
H 5.392 -4.566 -0.530 0.10
H 0.567 -0.231 5.013 0.13
H -5.348 0.869 -3.892 0.11
H -4.055 -3.904 -0.618 0.07
H -4.021 0.100 3.126 0.08
H 3.440 0.258 -2.491 0.02
H 5.405 2.911 -0.966 0.03
H -4.190 0.533 1.415 0.07
H 5.051 0.038 -1.776 0.03
H -5.044 -1.915 -0.691 0.10
```

=====

[3]
The following is a quantum chemistry calculation of a 5-piece molecular cluster, C23H42Cl2N2O4 overall, from the OMol25 dataset.

Its SMILES is C[C@H](Cl)[C@H](Cl)c1cnc2ccccc2n1.CC(C)O.CC(C)O.CC(C)O.CC(C)O. Its energy above the lowest of the compared OMol25 structures with the same formula, charge and spin is 0.00 kcal per mole. Its molecular weight is 481.50 g mol⁻¹. The charge is 0. The value obtained for the HOMO-LUMO gap is 8.9 eV. The spin multiplicity is 1.

Structure (XYZ):
```
73
Properties=species:S:1:pos:R:3:lowdin_charge:R:1
Cl 0.539 -0.307 -1.096 0.63
Cl 0.887 -2.646 1.063 0.60
O 0.384 2.899 -3.968 -0.06
O -3.542 -2.695 2.787 -0.05
O 2.144 7.165 -0.081 -0.06
O 4.538 -2.054 1.426 -0.07
N -1.061 -3.477 -1.269 0.20
N -2.197 -2.609 -3.718 0.16
C -2.818 -3.531 -2.922 -0.22
C -4.384 -2.036 1.841 -0.50
C 1.618 -2.773 -0.583 -0.73
C -2.934 -4.918 -0.932 -0.02
C -3.598 -1.699 0.584 -0.05
C -0.995 4.513 -2.810 -0.06
C -4.143 -5.419 -1.326 -0.07
C 0.920 7.631 1.954 -0.06
C -4.067 -4.053 -3.307 -0.01
C 1.342 4.000 -2.042 -0.05
C -4.717 -4.969 -2.530 -0.07
C -5.009 -0.796 2.463 -0.06
C 4.712 -0.582 3.338 -0.06
C -0.485 -2.606 -2.043 -0.32
C 0.828 -2.000 -1.634 -0.65
C 4.892 -1.997 2.808 -0.50
C 1.850 -4.235 -0.966 -0.10
C -2.256 -3.963 -1.716 -0.22
C -1.056 -2.181 -3.264 -0.08
C 2.730 5.883 1.884 -0.06
C 0.413 4.125 -3.237 -0.50
C 1.620 6.577 1.110 -0.51
C 4.072 -3.001 3.603 -0.06
H 0.129 8.116 1.381 0.08
H -4.645 -6.142 -0.705 0.10
H 0.892 5.836 0.778 0.13
H 5.012 -0.511 4.385 0.08
H 0.482 7.194 2.852 0.08
H 2.793 7.827 0.177 0.09
H -2.470 -5.243 -0.015 0.12
H -3.160 -2.598 0.162 0.04
H 1.627 8.408 2.258 0.08
H -5.685 -0.300 1.765 0.08
H 0.803 4.876 -3.926 0.14
H 3.666 -0.277 3.257 0.08
H 1.564 -4.383 -2.003 0.08
H 3.007 -2.767 3.528 0.06
H 1.402 4.937 -1.485 0.06
H 0.044 2.220 -3.376 0.07
H 2.586 -2.301 -0.479 0.07
H 0.989 3.214 -1.366 0.07
H -5.169 -2.754 1.598 0.14
H 5.947 -2.271 2.853 0.14
H -0.999 5.465 -2.277 0.08
H 2.344 5.395 2.780 0.08
H 4.355 -2.997 4.657 0.08
H -2.776 -1.015 0.815 0.08
H -4.232 -0.084 2.755 0.08
H 3.218 5.133 1.262 0.08
H 2.346 3.722 -2.364 0.08
H 3.493 6.606 2.187 0.08
H -0.528 -1.439 -3.846 0.12
H -4.236 -1.231 -0.169 0.09
H -5.678 -5.366 -2.817 0.10
H 3.608 -1.814 1.355 0.04
H -4.519 -3.720 -4.226 0.11
H 5.307 0.123 2.756 0.08
H -2.831 -2.088 3.018 0.08
H 1.467 -1.909 -2.507 0.11
H -1.417 3.748 -2.153 0.08
H 4.214 -4.008 3.209 0.08
H -5.568 -1.059 3.362 0.08
H 2.871 -4.538 -0.788 0.08
H 1.170 -4.851 -0.392 0.06
H -1.649 4.597 -3.678 0.08
```

=====

These records have DFT total energy values of -224546.7480, -140169.3592, -60747.6874 eV, in the order they appear.